32
Properties=species:S:1:pos:R:3:forces:R:3:mulliken_charge:R:1 method="wB97M-V/def2-TZVPD" energy_ev=-27438.0285 e_homo_ev=-2.5 molar_mass_g_mol=398.5 homo_lumo_gap_ev=3.595 multiplicity=1 total_charge=-1
C -1.77847 0.42983 -4.22886 -8.405 -2.990 -5.211 -1.469
Ba -0.13357 0.23153 -3.08393 8.131 -1.252 5.884 1.111
N 2.40903 0.14762 -1.46575 0.749 -0.745 -0.570 -0.586
N 1.75494 -0.88073 -4.93648 -0.073 -0.166 0.282 -0.700
H 2.17673 -0.62728 -0.86266 -0.269 -0.246 0.089 0.213
H 0.21947 2.56121 -3.21649 0.248 0.617 -0.117 -0.362
H -2.57977 0.94287 -3.78898 -1.513 1.102 0.524 0.284
H -2.18366 -0.70329 -4.36743 0.759 1.958 0.309 0.186
H -1.59544 0.75658 -5.20490 0.170 0.922 -1.943 0.330
H 2.11624 -1.76887 -4.63899 0.146 -0.330 0.019 0.226
H 2.51532 -0.24083 -5.04460 0.408 0.395 -0.088 0.234
H 1.28685 -0.98730 -5.81235 -0.178 -0.106 -0.579 0.227
H 3.26736 -0.08460 -1.96173 -0.084 0.093 0.184 0.197
H 2.59303 0.93817 -0.89775 0.186 0.936 0.545 0.188
O 0.01035 -1.47513 -0.66244 -2.191 2.658 1.968 -0.830
C -0.73174 -0.49908 -0.12267 2.706 -3.372 -1.106 0.672
O -1.39594 0.32421 -0.72941 -0.922 0.630 -0.227 -0.876
C -0.68012 -0.32947 1.38630 0.203 -0.079 0.884 -0.066
C -1.35851 0.76199 1.94969 0.086 0.148 0.388 -0.424
C -1.24359 1.02137 3.32298 0.636 -1.044 -0.563 -0.069
C -0.47969 0.19793 4.16114 -0.231 0.334 0.170 -0.206
C 0.16436 -0.89248 3.59589 -0.468 0.181 -1.412 0.038
C 0.07513 -1.17439 2.21346 -0.316 0.703 0.456 -0.562
N 0.96994 -1.76647 4.43031 1.238 -1.298 1.588 0.981
O 1.05042 -1.48768 5.65116 -0.099 -0.623 -2.374 -0.607
O 1.53993 -2.74636 3.90203 -1.156 1.988 1.058 -0.595
N -1.90161 2.19258 3.87876 -1.212 1.922 0.645 0.989
O -2.57284 2.90645 3.10016 1.355 -1.437 1.669 -0.587
O -1.76577 2.43129 5.09854 -0.210 -0.489 -2.202 -0.608
H -1.95185 1.43063 1.31930 0.324 -0.365 0.157 0.547
H -0.39554 0.40648 5.22564 -0.016 -0.037 -0.336 0.559
H 0.59899 -2.01680 1.79002 -0.002 -0.010 -0.093 0.563

12
Properties=species:S:1:pos:R:3:forces:R:3:mulliken_charge:R:1 method="wB97M-V/def2-TZVPD" energy_ev=-8697.0210 e_homo_ev=-8.4 molar_mass_g_mol=95.1 homo_lumo_gap_ev=8.286 multiplicity=1
C 1.00841 -0.06004 -0.11082 4.689 -0.900 2.398 0.411
C -1.01704 -1.10695 -0.04934 0.295 -3.025 -0.062 0.114
C -1.84792 -0.06398 0.25813 3.656 4.860 -0.376 -0.672
C -1.08948 1.14048 0.14295 -1.987 0.112 -2.132 -0.039
H 2.89060 0.72633 0.38390 -1.398 -1.088 -0.413 0.179
H -1.46282 -2.05781 -0.19671 -0.807 -0.945 -0.109 0.416
H -2.87473 -0.16329 0.20796 -1.824 0.212 0.472 0.401
H -1.55501 2.19513 -0.02709 0.840 -2.051 0.862 0.279
H 0.82903 1.98220 -0.18043 -1.796 -2.130 -0.668 0.289
N 2.35364 -0.18477 0.26046 -4.323 1.714 -1.566 -0.618
N 0.25395 -1.19916 -0.16212 1.266 0.135 -0.537 -0.550
N 0.22800 1.07827 -0.33165 1.389 3.107 2.132 -0.211